This record from the OMol25 dataset describes a 6-piece molecular cluster, C12H38N10O6 overall. The level of theory is wB97M-V/def2-TZVPD.

Output
Max |F| = 0.149 hartree/bohr
M = 418.50 g mol⁻¹
E_tot = -40244.234 eV
Charge = 0
Kohn-Sham gap = 9.53 eV
ΔE to the lowest compared entry with this formula, charge and spin = 143.6 kcal per mole
SMILES = COC[C@H](C)N.COC[C@H](C)N.NC(N)=O.NC(N)=O.NC(N)=O.NC(N)=O
E_HOMO = -0.3370 Eh

Each line ends with the Mulliken charge.
Positions of all 66 atoms, in Å:
C (1.117, -0.203, 0.313)  0.688
O (1.099, -0.334, -0.879)  -0.680
N (0.904, -1.152, 1.121)  -0.367
N (1.074, 0.952, 0.844)  -0.396
H (0.777, -2.089, 0.766)  0.210
H (0.923, -0.865, 2.090)  0.145
H (0.907, 1.724, 0.215)  0.245
H (0.730, 0.893, 1.792)  0.153
C (0.102, 0.331, 6.883)  0.654
O (-0.578, -0.598, 6.548)  -0.674
N (1.095, 0.256, 7.717)  -0.377
N (-0.054, 1.418, 6.261)  -0.366
H (1.181, -0.548, 8.323)  0.222
H (1.702, 1.015, 7.991)  0.170
H (0.662, 2.124, 6.356)  0.151
H (-0.911, 1.691, 5.801)  0.223
C (-5.666, 1.149, 2.399)  0.675
O (-5.364, 2.049, 3.176)  -0.670
N (-6.583, 1.182, 1.518)  -0.356
N (-5.036, 0.009, 2.318)  -0.389
H (-7.077, 2.047, 1.353)  0.217
H (-6.679, 0.352, 0.951)  0.163
H (-5.342, -0.802, 1.798)  0.157
H (-4.165, -0.074, 2.822)  0.202
C (4.726, 6.118, 6.054)  0.659
O (3.909, 5.337, 6.494)  -0.699
N (5.719, 6.488, 6.795)  -0.388
N (4.629, 6.459, 4.845)  -0.382
H (5.811, 6.188, 7.755)  0.225
H (6.330, 7.074, 6.244)  0.157
H (5.166, 7.254, 4.531)  0.188
H (3.769, 6.160, 4.407)  0.241
C (-2.191, 4.473, -5.273)  -1.339
C (-0.743, 4.574, -5.848)  0.484
C (-0.560, 5.655, -6.936)  -0.667
O (-1.333, 5.294, -8.100)  -0.305
C (-0.720, 5.740, -9.315)  -0.757
N (0.301, 4.715, -4.801)  -0.770
H (-2.889, 4.335, -6.099)  0.327
H (-2.561, 5.402, -4.838)  0.322
H (-2.446, 3.593, -4.683)  0.369
H (-0.647, 3.637, -6.398)  0.184
H (0.523, 5.764, -7.003)  0.336
H (-0.780, 6.676, -6.624)  0.371
H (-0.941, 6.806, -9.367)  0.295
H (-1.300, 5.484, -10.201)  0.271
H (0.340, 5.493, -9.377)  0.303
H (0.183, 3.819, -4.349)  0.292
H (1.180, 4.520, -5.259)  0.282
C (-0.161, -7.875, -2.274)  -1.216
C (1.049, -8.012, -1.329)  0.340
C (0.918, -9.124, -0.241)  -0.677
O (0.011, -8.615, 0.693)  -0.291
C (-0.078, -9.421, 1.892)  -0.733
N (2.182, -8.362, -2.225)  -0.709
H (-0.432, -8.926, -2.367)  0.269
H (-0.056, -7.486, -3.287)  0.373
H (-1.070, -7.392, -1.916)  0.287
H (1.183, -7.129, -0.705)  0.261
H (1.834, -9.406, 0.279)  0.412
H (0.360, -9.940, -0.699)  0.296
H (-0.392, -10.428, 1.615)  0.297
H (-0.694, -8.939, 2.651)  0.252
H (0.912, -9.535, 2.334)  0.299
H (2.071, -9.301, -2.581)  0.262
H (2.069, -7.690, -2.970)  0.278